Entry i
This record from the OMol25 dataset describes a molecular structure, C18H21BFeN9O5. The level of theory is the ωB97M-V functional and the def2-TZVPD basis.

Summary:
- lowest unoccupied orbital energy (alpha / beta) (eV) = 0.240 / -2.865
- spin multiplicity = 6
- HOMO energy (alpha / beta) (eV) = -8.98 / -8.09
- gap between HOMO and LUMO (alpha / beta) (eV) = 9.22 / 5.23
- expectation value of S² = 8.766

The geometry in XYZ format:
```
55
C18H21BFeN9O5 (the ωB97M-V functional and the def2-TZVPD basis)
Fe 0.085 -0.553 -0.698
O 0.621 0.020 -2.917
C -0.258 -0.172 -4.015
C -0.606 -1.630 -4.277
N -1.512 -2.242 -3.324
C -1.152 -3.479 -2.687
C 0.099 -3.443 -1.753
O 0.444 -4.532 -1.355
O 0.621 -2.301 -1.510
C -2.774 -1.715 -3.125
C -3.018 -1.116 -1.561
O -4.193 -0.977 -1.340
O -1.978 -0.926 -0.927
H 1.269 -0.699 -2.918
H -1.152 0.419 -3.814
H 0.200 0.215 -4.930
H -1.086 -1.679 -5.261
H 0.304 -2.230 -4.319
H -1.989 -3.824 -2.084
H -0.924 -4.236 -3.442
H -2.970 -0.879 -3.792
H -3.552 -2.473 -3.199
C 0.297 -2.388 3.199
C -0.019 -2.396 1.837
N 0.084 -1.176 1.330
N 0.485 -0.369 2.337
C 0.609 -1.074 3.473
B 0.756 1.096 1.951
N -0.487 1.642 1.193
C -1.521 2.299 1.739
C -2.447 2.551 0.749
C -1.886 1.982 -0.394
N -0.701 1.441 -0.129
N 1.976 1.109 0.992
C 3.214 1.605 1.172
C 3.951 1.359 0.035
C 3.063 0.685 -0.808
N 1.883 0.535 -0.224
N 1.023 2.004 3.142
C 1.312 3.326 3.052
C 1.247 3.858 4.312
C 0.884 2.765 5.125
N 0.739 1.658 4.421
H 0.297 -3.216 3.884
H -0.306 -3.219 1.201
H 0.897 -0.585 4.389
H -1.523 2.550 2.787
H -3.389 3.062 0.841
H -2.287 1.941 -1.394
H 3.490 2.081 2.096
H 4.975 1.624 -0.154
H 3.229 0.300 -1.801
H 1.527 3.787 2.102
H 1.427 4.877 4.604
H 0.722 2.741 6.191
```

Entry ii
This record from the OMol25 dataset describes a molecular structure, C18H21BFeN9O5. The level of theory is the ωB97M-V functional and the def2-TZVPD basis.

Summary:
- lowest unoccupied orbital energy (alpha / beta) (eV) = 0.538 / -2.021
- spin multiplicity = 6
- HOMO energy (alpha / beta) (eV) = -7.78 / -7.62
- gap between HOMO and LUMO (alpha / beta) (eV) = 8.32 / 5.60
- expectation value of S² = 8.760

The geometry in XYZ format:
```
55
C18H21BFeN9O5 (the ωB97M-V functional and the def2-TZVPD basis)
Fe -0.865 -0.282 0.355
O -1.128 1.586 1.669
C -2.259 2.350 2.083
C -3.131 1.468 2.954
N -3.680 0.342 2.223
C -4.482 0.600 1.108
C -3.663 0.793 -0.309
O -4.100 1.678 -1.011
O -2.721 -0.017 -0.457
C -3.431 -0.987 2.711
C -1.894 -1.228 2.905
O -1.428 -1.017 4.011
O -1.294 -1.577 1.837
H -0.471 2.159 1.250
H -1.938 3.202 2.687
H -2.807 2.726 1.214
H -2.549 1.080 3.788
H -3.953 2.078 3.345
H -5.153 -0.235 0.908
H -5.031 1.531 1.228
H -3.890 -1.099 3.697
H -3.846 -1.702 2.006
C 2.990 -0.117 2.417
C 1.594 -0.057 2.400
N 1.152 -0.036 1.148
N 2.239 -0.085 0.342
C 3.356 -0.142 1.087
B 1.971 -0.322 -1.155
N 1.049 0.803 -1.701
C 1.215 1.555 -2.802
C 0.101 2.354 -2.958
C -0.727 2.010 -1.887
N -0.138 1.091 -1.128
N 1.238 -1.696 -1.272
C 1.760 -2.921 -1.456
C 0.760 -3.856 -1.283
C -0.365 -3.098 -0.958
N -0.072 -1.804 -0.949
N 3.231 -0.352 -2.001
C 3.349 -0.866 -3.253
C 4.556 -0.460 -3.764
C 5.114 0.326 -2.738
N 4.313 0.398 -1.691
H 3.640 -0.141 3.274
H 0.888 -0.056 3.216
H 4.321 -0.172 0.614
H 2.113 1.479 -3.393
H -0.085 3.070 -3.737
H -1.719 2.357 -1.643
H 2.800 -3.047 -1.701
H 0.841 -4.924 -1.373
H -1.366 -3.420 -0.719
H 2.565 -1.462 -3.688
H 4.971 -0.695 -4.728
H 6.062 0.838 -2.720
```

Going by the energies, entry ii is most stable and the next is 12.8 kcal/mol up.

Entry i
This record from the OMol25 dataset describes a gas-phase ion, C7H14N3 (charge +1). The level of theory is the ωB97M-V functional and the def2-TZVPD basis.

Summary:
- lowest unoccupied orbital energy (eV) = -2.718
- charge = +1
- SMILES = C/[NH+]=C1\NC[C@H]2CCCN12
- HOMO energy (eV) = -13.35
- gap between HOMO and LUMO (eV) = 10.63

The geometry in XYZ format:
```
24
C7H14N3 (the ωB97M-V functional and the def2-TZVPD basis)
C -0.988 -0.030 0.443
C 1.877 1.165 -0.742
C 2.086 -0.469 -0.606
C 1.399 1.462 0.707
C 0.384 -1.968 0.531
C 1.306 -0.811 0.701
C -3.275 0.074 -0.235
N 0.618 0.356 1.121
N -0.904 -1.321 0.279
N -2.062 0.674 0.274
H 2.916 1.414 -0.889
H 1.359 1.373 -1.650
H 1.737 -0.943 -1.566
H 3.107 -0.646 -0.459
H 2.304 1.551 1.410
H 0.973 2.515 0.841
H 0.754 -2.515 -0.367
H 0.323 -2.493 1.527
H 2.008 -1.074 1.516
H -3.737 -0.465 0.648
H -3.935 0.743 -0.782
H -3.060 -0.673 -1.026
H -1.693 -1.909 0.101
H -2.144 1.659 0.616
```

Entry ii
This record from the OMol25 dataset describes 2 unconnected molecules or ions with the total composition C7H14N3. The level of theory is the ωB97M-V functional and the def2-TZVPD basis.

Summary:
- lowest unoccupied orbital energy (eV) = -3.573
- charge = +1
- HOMO energy (eV) = -13.61
- gap between HOMO and LUMO (eV) = 10.03

The geometry in XYZ format:
```
24
C7H14N3 (the ωB97M-V functional and the def2-TZVPD basis)
C 1.822 1.566 -0.483
C 0.452 1.060 -0.807
C -2.485 0.307 0.130
C -2.046 -1.058 -0.001
C -1.244 -0.051 0.941
C 0.040 0.492 0.531
C 1.363 0.093 2.625
N 2.172 1.237 0.740
N 1.093 0.634 1.261
N 0.760 -1.269 -2.544
H 2.443 2.251 -1.138
H -0.249 1.746 -1.433
H 0.520 0.025 -1.421
H -2.274 0.903 -0.782
H -3.382 0.605 0.710
H -2.560 -1.727 0.539
H -1.662 -1.532 -0.881
H -1.352 -0.296 1.999
H 2.140 -0.725 2.501
H 1.575 0.934 3.270
H 0.377 -0.527 2.770
H 0.702 -1.022 -3.519
H 0.107 -2.113 -2.501
H 1.687 -1.534 -2.509
```

Entry iii
This record from the OMol25 dataset describes 2 unconnected molecules or ions with the total composition C7H14N3. The level of theory is the ωB97M-V functional and the def2-TZVPD basis.

Summary:
- lowest unoccupied orbital energy (eV) = -2.259
- charge = +1
- HOMO energy (eV) = -13.57
- gap between HOMO and LUMO (eV) = 11.31

The geometry in XYZ format:
```
24
C7H14N3 (the ωB97M-V functional and the def2-TZVPD basis)
C -2.250 1.745 0.304
C -0.994 1.310 0.010
C -2.179 -0.412 0.574
C 3.958 -0.958 -1.385
C -4.365 0.663 1.037
C 3.415 -0.434 -0.062
C 1.943 -0.535 0.093
N -2.980 0.648 0.654
N -0.964 -0.038 0.196
N 1.120 -1.168 -0.624
H -2.671 2.729 0.278
H -0.136 1.858 -0.318
H -2.470 -1.422 0.788
H 5.029 -0.787 -1.435
H 3.498 -0.437 -2.223
H 3.783 -2.025 -1.491
H -4.954 1.181 0.280
H -4.732 -0.356 1.139
H -4.488 1.183 1.988
H 3.867 -0.977 0.775
H 3.694 0.614 0.076
H 1.536 -0.001 0.949
H 1.491 -1.682 -1.417
H -0.154 -0.698 -0.187
```

Entry iv
This record from the OMol25 dataset describes a gas-phase ion, C7H14N3 (charge +1). The level of theory is the ωB97M-V functional and the def2-TZVPD basis.

Summary:
- lowest unoccupied orbital energy (alpha / beta) (eV) = -4.377 / -4.377
- charge = +1
- SMILES = C=C=[N+](C)/C=N\NC(C)C
- HOMO energy (alpha / beta) (eV) = -12.78 / -12.78
- gap between HOMO and LUMO (alpha / beta) (eV) = 8.40 / 8.40

The geometry in XYZ format:
```
24
C7H14N3 (the ωB97M-V functional and the def2-TZVPD basis)
C -1.824 -0.522 -0.140
C -1.319 1.570 0.885
C -0.774 2.360 1.734
C 2.790 -1.035 0.735
C 1.787 -1.418 -1.567
C -3.029 1.520 -0.719
C 1.589 -1.534 -0.053
N -0.742 -1.172 -0.054
N -2.014 0.871 0.101
N 0.413 -0.757 0.334
H -2.701 -1.033 -0.492
H 0.164 2.870 1.567
H -1.233 2.528 2.699
H 2.996 0.010 0.512
H 2.626 -1.145 1.805
H 3.668 -1.615 0.465
H 1.893 -0.374 -1.858
H 0.935 -1.847 -2.090
H 2.683 -1.947 -1.874
H -3.124 2.569 -0.449
H -2.754 1.438 -1.771
H -3.984 1.021 -0.564
H 1.372 -2.574 0.206
H 0.580 0.217 0.589
```

Going by the energies, entry iii is most stable and the next is 53.3 kcal/mol up.

Entry i
This record from the OMol25 dataset describes a molecular structure, C14H21NO2S. The level of theory is the ωB97M-V functional and the def2-TZVPD basis.

Summary:
- lowest unoccupied orbital energy (eV) = 0.437
- HOMO energy (eV) = -7.84
- gap between HOMO and LUMO (eV) = 8.28

The geometry in XYZ format:
```
39
C14H21NO2S (the ωB97M-V functional and the def2-TZVPD basis)
C -5.476 0.093 0.184
H -5.293 1.178 0.119
O -4.313 -0.391 -0.652
C -3.150 -0.226 -0.102
C -2.116 -1.062 -1.074
H -2.384 -2.045 -0.860
H -2.324 -0.665 -1.786
C -0.754 -0.589 -0.520
N -0.433 0.811 -0.600
C -0.194 1.542 0.560
O -0.434 1.403 1.730
C 0.050 3.119 0.132
C 1.683 3.041 0.261
H 1.939 4.361 0.269
H 1.999 2.888 1.226
S 2.543 2.324 -0.794
C 2.682 0.491 -0.361
C 2.693 -0.348 -1.345
C 2.895 -1.532 -1.179
C 2.729 -2.019 0.324
C 2.640 -1.110 1.117
C 2.525 0.338 1.067
H 2.595 1.069 1.775
H 2.607 -1.366 2.416
C 2.790 -3.352 0.314
H 3.660 -3.700 1.274
H 1.854 -4.010 0.996
H 3.008 -3.970 -0.359
H 2.777 -2.401 -1.802
H 2.786 -0.005 -2.383
H -0.333 3.789 0.900
H -0.193 3.263 -0.902
H -0.200 1.197 -1.410
H -0.026 -1.334 -0.975
H -0.699 -0.930 0.667
H -3.109 -0.347 1.002
H -3.012 0.902 -0.236
H -6.448 -0.173 -0.141
H -5.566 -0.232 1.149
```

Entry ii
This record from the OMol25 dataset describes a single C14H21NO2S molecule. The level of theory is the ωB97M-V functional and the def2-TZVPD basis.

Summary:
- lowest unoccupied orbital energy (eV) = 0.667
- SMILES = CC(C)(C)SCCNC(=O)COc1ccccc1
- HOMO energy (eV) = -8.75
- gap between HOMO and LUMO (eV) = 9.42

The geometry in XYZ format:
```
39
C14H21NO2S (the ωB97M-V functional and the def2-TZVPD basis)
C -2.525 -1.341 -1.638
C -3.364 -1.396 -0.366
C -4.707 -0.708 -0.549
H -5.250 -0.668 0.393
H -4.594 0.302 -0.936
H -5.305 -1.274 -1.261
C -3.568 -2.846 0.066
H -2.610 -3.318 0.271
H -4.171 -2.892 0.969
H -4.071 -3.404 -0.722
S -2.403 -0.636 1.042
C -2.755 1.156 1.031
C -2.099 1.908 -0.122
N -0.700 1.583 -0.219
C 0.276 2.499 -0.171
O 0.095 3.699 -0.158
C 1.688 1.908 -0.171
O 1.631 0.504 -0.091
C 2.800 -0.205 -0.034
C 4.071 0.349 -0.103
C 5.182 -0.477 -0.039
C 5.041 -1.845 0.094
C 3.771 -2.396 0.163
C 2.657 -1.586 0.101
H 1.661 -1.997 0.159
H 3.649 -3.464 0.269
H 5.913 -2.479 0.143
H 6.167 -0.037 -0.093
H 4.210 1.414 -0.207
H 2.229 2.338 0.682
H 2.187 2.236 -1.094
H -0.452 0.605 -0.137
H -2.173 2.987 0.044
H -2.601 1.671 -1.067
H -2.338 1.491 1.981
H -3.832 1.311 1.043
H -3.031 -1.882 -2.436
H -2.364 -0.319 -1.970
H -1.556 -1.805 -1.469
```

Going by the energies, entry ii is most stable and the next is 340.5 kcal/mol up.

Entry i
This record from the OMol25 dataset describes a single CH5FN2 molecule. The level of theory is the ωB97M-V functional and the def2-TZVPD basis.

Summary:
- lowest unoccupied orbital energy (eV) = 1.071
- SMILES = CNNF
- HOMO energy (eV) = -10.28
- gap between HOMO and LUMO (eV) = 11.35

The geometry in XYZ format:
```
9
CH5FN2 (the ωB97M-V functional and the def2-TZVPD basis)
C -0.142 -0.361 0.383
N 0.513 -0.059 -0.904
N -0.198 1.267 -1.506
F -0.357 2.205 -0.513
H -0.271 -1.420 0.328
H 0.459 -0.055 1.254
H -1.041 0.079 0.621
H 1.455 0.168 -0.557
H -1.091 0.825 -1.571
```

Entry ii
This record from the OMol25 dataset describes 2 unconnected molecules or ions with the total composition CH5FN2. The level of theory is the ωB97M-V functional and the def2-TZVPD basis.

Summary:
- lowest unoccupied orbital energy (eV) = 0.769
- HOMO energy (eV) = -8.32
- gap between HOMO and LUMO (eV) = 9.09

The geometry in XYZ format:
```
9
CH5FN2 (the ωB97M-V functional and the def2-TZVPD basis)
C 1.941 0.258 -0.453
N -2.434 -0.331 0.354
N -1.754 0.247 -0.400
F 2.036 0.438 0.906
H 2.987 0.302 -0.843
H 1.199 1.159 -0.661
H -2.384 -0.234 1.499
H -3.302 -1.031 0.106
H 1.712 -0.807 -0.509
```

Entry iii
This record from the OMol25 dataset describes 2 unconnected molecules or ions with the total composition CH5FN2. The level of theory is the ωB97M-V functional and the def2-TZVPD basis.

Summary:
- lowest unoccupied orbital energy (alpha / beta) (eV) = 0.399 / 0.148
- HOMO energy (alpha / beta) (eV) = -8.99 / -8.93
- gap between HOMO and LUMO (alpha / beta) (eV) = 9.39 / 9.07

The geometry in XYZ format:
```
9
CH5FN2 (the ωB97M-V functional and the def2-TZVPD basis)
C 0.068 1.457 -0.228
N -0.208 -1.746 0.315
N 0.108 -1.162 -0.820
F -1.146 -0.976 -1.507
H -0.309 1.868 -1.226
H -0.461 1.551 0.637
H 1.082 1.827 0.019
H -1.134 -1.517 0.773
H 0.121 -2.715 0.578
```

Going by the energies, entry i is most stable and the next is 2.5 kcal/mol up.